Entry 1:
Density functional theory data (wB97M-V/def2-TZVPD) for C30H40N2O5P2Y as an isolated structure in a non-equilibrium geometry.

Atoms and positions in Å:
Y (-0.065165, -0.018097, 0.244958)
O (2.108764, -0.602944, 0.694105)
C (2.391876, 0.642133, 0.606771)
O (1.569677, 1.514639, 1.004990)
C (3.520802, 1.074671, -0.266348)
C (4.819724, 1.233021, 0.189757)
C (5.799799, 1.632776, -0.706295)
C (5.481136, 1.857586, -2.040621)
C (4.179115, 1.684721, -2.487522)
C (3.178423, 1.297296, -1.604342)
P (1.425637, 0.982158, -2.088734)
C (0.886921, 2.587104, -2.767039)
C (1.325233, 3.775019, -2.182016)
C (0.870974, 5.002472, -2.650659)
C (-0.012177, 5.060704, -3.720297)
C (-0.464123, 3.882577, -4.300209)
C (-0.038453, 2.654829, -3.810501)
C (1.643104, -0.126656, -3.513832)
C (1.774499, 0.307344, -4.830360)
C (2.009252, -0.599863, -5.855692)
C (2.125322, -1.953032, -5.574201)
C (2.009252, -2.395707, -4.262489)
C (1.764091, -1.489211, -3.242270)
H (5.065770, 1.051458, 1.228425)
H (6.818804, 1.764669, -0.365863)
H (6.255073, 2.162439, -2.732558)
H (3.948556, 1.847865, -3.534684)
H (2.036457, 3.748963, -1.364648)
H (1.225755, 5.915984, -2.190729)
H (-0.342143, 6.017955, -4.103937)
H (-1.155135, 3.915884, -5.133599)
H (-0.417873, 1.747159, -4.266023)
H (1.704714, 1.361563, -5.069371)
H (2.106012, -0.244401, -6.873328)
H (2.307436, -2.660131, -6.373108)
H (2.104347, -3.449408, -4.034585)
H (1.673934, -1.855846, -2.226777)
O (-0.998153, 2.617246, 2.680959)
C (-0.998804, 1.609265, 2.195092)
C (-1.146413, -2.482218, -1.449279)
O (-0.885189, -1.123231, -1.191710)
H (-1.400403, -2.675176, -2.493570)
H (-1.975439, -2.843037, -0.832223)
H (-0.275390, -3.104226, -1.214693)
C (1.453992, -2.908516, 2.925682)
P (0.015425, -1.922268, 3.170387)
C (-1.101091, -2.862656, 4.163868)
C (0.500370, -0.523543, 4.136157)
O (-0.640977, -1.517520, 1.843714)
H (1.898121, -3.161829, 3.890346)
H (2.172430, -2.361269, 2.314627)
H (1.178974, -3.828818, 2.408216)
H (-0.662010, -3.091934, 5.136418)
H (-1.339973, -3.795627, 3.652457)
H (-2.020144, -2.293528, 4.310942)
H (0.971304, -0.856354, 5.063093)
H (-0.373063, 0.078410, 4.385936)
H (1.208821, 0.089551, 3.574786)
C (-3.142197, 4.682903, -0.617828)
C (-3.351946, 3.616287, -1.682687)
N (-3.828528, 2.336714, -1.155275)
C (-5.266156, 2.054904, -1.244787)
C (-6.088326, 2.675681, -0.129293)
C (-2.967517, 1.500878, -0.544503)
C (-3.544421, 0.243751, 0.059889)
N (-1.690096, 1.711928, -0.400896)
H (-2.702038, 5.573467, -1.068980)
H (-2.467460, 4.344844, 0.170744)
H (-4.084596, 4.966846, -0.149486)
H (-2.438368, 3.439276, -2.241431)
H (-4.090713, 3.941717, -2.415371)
H (-5.410912, 0.978526, -1.280908)
H (-5.590169, 2.433938, -2.215008)
H (-5.723649, 2.365966, 0.852529)
H (-7.131231, 2.368312, -0.216949)
H (-6.058746, 3.765469, -0.167057)
H (-3.928430, -0.419172, -0.716251)
H (-4.361148, 0.484922, 0.741595)
H (-2.801768, -0.325397, 0.611737)
H (-1.367618, 2.581838, -0.811213)

Forces on the atoms, in the same order (eV/Å):
Y -0.91 0.40 0.34
O 0.50 0.46 0.20
C -0.25 -0.18 -0.24
O 0.39 0.05 0.29
C 0.10 -0.07 0.10
C 0.03 0.05 -0.12
C 0.02 0.01 -0.03
C -0.02 -0.02 0.07
C 0.05 0.04 -0.11
C -0.08 0.00 0.14
P 0.58 0.16 -0.31
C -0.06 0.03 -0.08
C 0.01 0.07 0.01
C 0.01 -0.05 0.00
C 0.01 -0.03 0.02
C -0.06 -0.01 0.09
C -0.09 -0.01 -0.04
C -0.01 -0.04 -0.12
C 0.11 0.07 -0.11
C -0.01 0.00 0.07
C -0.01 0.00 0.05
C 0.00 0.06 -0.05
C -0.03 -0.09 0.03
H -0.02 -0.01 -0.02
H -0.02 0.00 -0.01
H -0.02 0.00 -0.01
H -0.03 -0.01 0.04
H 0.00 -0.03 0.00
H 0.01 -0.02 0.00
H 0.01 -0.02 0.01
H 0.01 0.00 0.02
H 0.02 0.02 0.06
H 0.03 -0.06 0.01
H 0.00 0.00 0.01
H 0.00 0.00 0.01
H 0.00 0.01 0.01
H -0.04 0.07 0.05
O -0.19 0.35 0.23
C 0.15 -0.04 0.17
C 0.05 0.19 0.06
O -0.49 -1.39 -0.79
H -0.02 0.16 -0.11
H -0.07 -0.03 0.02
H 0.03 -0.08 0.01
C 0.49 -0.38 -0.09
P -0.53 0.18 -1.10
C -0.43 -0.29 0.28
C 0.20 0.48 0.32
O 0.38 -0.10 0.78
H 0.03 -0.02 -0.05
H -0.01 0.00 0.02
H 0.01 0.02 0.00
H 0.00 0.01 -0.04
H -0.04 0.02 0.02
H 0.01 -0.05 0.01
H 0.01 0.04 -0.03
H 0.01 0.00 0.03
H 0.00 0.00 0.01
C 0.02 0.10 0.05
C -0.23 -0.11 0.02
N 0.14 -0.05 0.10
C 0.18 0.01 -0.19
C -0.05 0.09 0.10
C -0.15 -0.13 0.26
C -0.04 -0.01 -0.10
N 0.10 0.04 -0.13
H -0.03 -0.01 0.01
H -0.01 -0.03 -0.04
H 0.03 0.00 -0.02
H 0.23 0.00 -0.13
H 0.02 0.08 0.03
H -0.03 0.02 0.03
H -0.07 0.00 0.03
H -0.02 0.00 -0.04
H 0.02 0.01 0.00
H 0.01 -0.04 -0.01
H 0.02 0.02 0.00
H 0.00 -0.02 -0.04
H 0.09 0.08 0.02
H -0.02 0.05 -0.04

Values from the calculation:
Kohn-Sham gap in eV: 8.998
Charge: +1

=====

Entry 2:
Density functional theory data (wB97M-V/def2-TZVPD) for a 2-piece molecular cluster, C5H9NO2 overall in a non-equilibrium geometry.

Atoms and positions in Å:
C (2.340691, -0.209652, -0.355717)
C (0.952122, -0.698313, 0.002714)
N (0.095070, -0.894978, -1.142225)
O (0.784296, -1.496619, 0.944352)
H (3.005208, -1.070346, -0.464654)
H (2.713803, 0.416007, 0.456025)
H (2.343688, 0.381141, -1.275437)
H (-0.512886, -1.701731, -1.064478)
H (0.375926, -0.540250, -2.048235)
C (-2.276922, 0.138314, 0.756399)
C (-1.285830, 1.067070, 0.156971)
C (-0.078391, 1.305279, 0.723307)
O (0.640526, 2.032592, 1.323907)
H (-1.781389, -0.774951, 1.100689)
H (-2.737697, 0.614012, 1.629674)
H (-3.059669, -0.119494, 0.039760)
H (-1.518545, 1.551919, -0.783053)

Forces on the atoms, in the same order (eV/Å):
C -0.22 1.43 0.55
C -0.21 -5.44 -2.23
N 1.25 0.13 1.10
O -0.20 2.51 -0.58
H -0.37 0.00 0.03
H 0.15 -0.04 -0.07
H 0.02 -0.07 0.11
H 0.21 0.33 -0.20
H -0.18 -0.27 0.36
C -0.01 -0.42 0.18
C 1.18 0.45 0.94
C -2.47 3.43 0.42
O 0.48 -1.70 -0.56
H -0.15 -0.04 -0.02
H -0.07 -0.16 -0.08
H 0.12 -0.03 0.11
H 0.49 -0.11 -0.05

Values from the calculation:
Kohn-Sham gap in eV: 8.238
SMILES: CC(N)=O.CC=C=O

=====

Entry 3:
Density functional theory data (wB97M-V/def2-TZVPD) for a 2-piece molecular cluster, CH6NO overall in a non-equilibrium geometry.

Atoms and positions in Å:
O (1.599583, -0.678607, -0.753710)
H (1.769088, -1.617771, -0.897348)
C (-0.654540, 0.941059, 0.777093)
N (-1.149544, -0.211121, 0.048250)
H (0.312386, 1.280448, 0.358569)
H (-0.478095, 0.705558, 1.826907)
H (-1.360273, 1.762236, 0.678446)
H (-1.349987, 0.098105, -0.892771)
H (-0.356726, -0.848798, -0.068604)

Forces on the atoms, in the same order (eV/Å):
O -0.15 -0.21 0.09
H 0.10 0.05 -0.04
C 0.87 0.24 -0.58
N -0.67 -0.41 0.33
H -0.19 -0.09 0.22
H -0.20 0.01 0.08
H -0.23 0.17 0.29
H 0.08 -0.07 -0.14
H 0.38 0.29 -0.24

Values from the calculation:
Kohn-Sham gap in eV: 7.226
Charge: -1

=====

| no. | energy (eV) | E_LUMO (eV) |
| --- | --- | --- |
| 1 | -64599.520 | -1.84 |
| 2 | -10913.668 | 0.16 |
| 3 | -4671.286 | 4.78 |